Record 1
This record from the Open Molecules 2025 dataset describes a single C6H10O2 molecule at a distorted geometry. The level of theory is the ωB97M-V functional and the def2-TZVPD basis.

Properties
Frontier orbital gap (hartree): 0.380
Net charge: 0
HOMO level (eV): -9.535
Max |F| (eV Å⁻¹): 1.77
E_LUMO (Eh): 0.030
Structure (SMILES): C=CC(=C)C(C)(O)O

```
18
Properties=species:S:1:pos:R:3:mulliken_charge:R:1
C 1.077 -0.007 0.133 1.042
C 1.004 -0.906 -1.087 -1.636
C -0.383 0.505 0.562 0.442
C -1.435 -0.508 0.510 -0.416
C -0.553 1.748 0.972 -0.960
C -2.083 -0.853 -0.602 -0.696
O 1.926 1.098 -0.083 -0.606
O 1.623 -0.732 1.193 -0.573
H 1.726 1.492 -0.938 0.352
H 1.928 -0.097 1.851 0.386
H -1.561 -1.089 1.416 0.277
H 0.607 -0.367 -1.944 0.408
H 1.995 -1.290 -1.309 0.410
H 0.296 -1.737 -0.891 0.363
H 0.271 2.443 1.041 0.329
H -1.526 2.118 1.254 0.334
H -2.026 -0.249 -1.494 0.254
H -2.887 -1.568 -0.585 0.290
```

***

Record 2
This record from the Open Molecules 2025 dataset describes a molecular structure, C6H10O2 at a distorted geometry. The level of theory is the ωB97M-V functional and the def2-TZVPD basis.

Properties
Frontier orbital gap (hartree): 0.384
Net charge: 0
HOMO level (eV): -9.599
Max |F| (eV Å⁻¹): 5.91
E_LUMO (Eh): 0.031

```
18
Properties=species:S:1:pos:R:3:mulliken_charge:R:1
C 0.155 -1.599 1.225 -1.002
C 0.291 -0.130 0.707 1.067
C -1.027 0.777 0.749 -0.738
C -0.916 -0.119 -1.402 -0.712
C 0.438 -0.223 -0.821 0.104
C 1.581 0.629 0.542 -0.721
H 1.458 -1.982 1.302 0.234
H -0.457 -1.861 2.423 0.270
H -0.489 -2.332 0.490 0.242
H -1.043 1.869 0.589 0.262
H -1.844 0.716 1.591 0.261
H -0.782 0.911 -1.777 0.299
H -1.477 -0.779 -2.006 0.315
H 0.943 -1.370 -0.838 0.382
H 2.344 -0.114 0.706 0.300
H 1.674 1.648 1.026 0.315
O -1.742 -0.043 -0.362 -0.440
O 1.310 0.954 -0.826 -0.438
```

***

Record 3
This record from the Open Molecules 2025 dataset describes 2 unconnected molecules or ions with the total composition C6H10O2. The level of theory is the ωB97M-V functional and the def2-TZVPD basis.

Properties
Frontier orbital gap (hartree): 0.369
Net charge: 0
HOMO level (eV): -9.174
Max |F| (eV Å⁻¹): 0.80
E_LUMO (Eh): 0.032
Structure (SMILES): C=CCO.CC#CO

```
18
Properties=species:S:1:pos:R:3:mulliken_charge:R:1
C 1.319 0.099 1.500 -0.125
C 0.056 -0.691 1.683 -0.290
C 1.444 1.391 1.761 -0.808
O -0.126 -1.664 0.685 -0.475
H 2.150 -0.476 1.094 0.309
H 0.135 -1.254 2.625 0.270
H -0.815 -0.023 1.752 0.245
H 1.207 1.636 -0.373 0.289
H 2.382 1.916 1.626 0.396
H 0.628 1.966 2.150 0.279
C -1.879 -0.881 -2.308 -1.320
C -0.834 0.036 -1.891 -0.415
C 0.004 0.836 -1.583 1.177
O 0.934 1.713 -1.304 -0.561
H -0.180 -1.225 -0.178 0.132
H -2.119 -1.582 -1.482 0.315
H -2.764 -0.334 -2.590 0.294
H -1.542 -1.462 -3.167 0.290
```

***

Record 4
This record from the Open Molecules 2025 dataset describes a single C6H10O2S molecule at a distorted geometry. The level of theory is the ωB97M-V functional and the def2-TZVPD basis.

Properties
Frontier orbital gap (hartree): 0.381
Net charge: 0
HOMO level (eV): -9.798
Max |F| (eV Å⁻¹): 3.96
E_LUMO (Eh): 0.021
Structure (SMILES): CCC1=C(CC)S1(=O)=O

```
19
Properties=species:S:1:pos:R:3:mulliken_charge:R:1
C -0.610 -0.153 0.442 -0.352
C 0.587 -0.075 -0.197 0.113
C -2.905 -0.184 1.062 -1.364
C 2.926 0.197 -0.824 -1.117
C -1.731 0.774 0.869 -0.134
C 1.554 0.857 -0.705 -0.153
O -0.394 -2.242 -1.615 -0.591
O 0.744 -2.651 0.599 -0.576
S 0.076 -1.731 -0.287 0.801
H -2.910 -0.975 0.259 0.324
H -3.762 0.333 1.024 0.507
H -2.824 -0.575 1.978 0.355
H 3.310 0.376 0.207 0.242
H 3.467 0.791 -1.464 0.391
H 2.766 -0.809 -1.171 0.385
H -1.258 1.437 1.670 0.294
H -1.884 1.518 0.047 0.300
H 1.289 1.173 -1.703 0.270
H 1.558 1.939 -0.192 0.306
```

***

Record 5
This record from the Open Molecules 2025 dataset describes a single C6H10O2S molecule at a distorted geometry. The level of theory is the ωB97M-V functional and the def2-TZVPD basis.

Properties
Frontier orbital gap (hartree): 0.342
Net charge: 0
HOMO level (eV): -8.746
Max |F| (eV Å⁻¹): 3.88
E_LUMO (Eh): 0.020

```
19
Properties=species:S:1:pos:R:3:mulliken_charge:R:1
C -0.888 -0.562 -1.236 -0.620
C 0.597 -0.844 -1.333 0.020
C 1.290 -0.600 -0.083 -0.057
C -1.156 0.074 -0.084 0.492
C 1.719 0.129 -1.351 -0.673
C -2.615 0.201 0.360 -1.250
O 1.733 0.314 2.255 -0.777
O 0.164 1.834 1.037 -0.516
S 0.137 0.080 1.161 0.181
H -1.615 -0.968 -1.929 0.414
H 0.675 -1.796 -1.861 0.361
H 2.063 -1.241 0.429 0.360
H 2.682 -0.339 -1.784 0.217
H 1.622 1.186 -1.607 0.267
H -3.183 0.724 -0.425 0.330
H -2.502 0.753 1.335 0.307
H -3.247 -0.648 0.513 0.302
H 1.630 -0.322 2.891 0.277
H 0.895 2.025 1.712 0.366
```

***

Record 6
This record from the Open Molecules 2025 dataset describes a single C6H10O3 molecule at a distorted geometry. The level of theory is the ωB97M-V functional and the def2-TZVPD basis.

Properties
Frontier orbital gap (hartree): 0.297
Net charge: 0
HOMO level (eV): -7.628
Max |F| (eV Å⁻¹): 1.51
E_LUMO (Eh): 0.016

```
19
Properties=species:S:1:pos:R:3:mulliken_charge:R:1
C -0.863 0.046 -0.068 0.848
C -1.889 0.307 1.006 -1.514
C -0.751 1.109 -1.131 -1.417
C -0.573 -1.277 -0.345 0.634
C 1.292 -0.054 0.554 0.043
C 2.064 1.013 0.378 -0.863
O 1.088 -1.073 -0.734 -0.140
O 1.837 -2.312 -0.834 -0.329
O -0.843 -2.416 -0.162 -0.565
H 1.206 -2.939 -0.426 0.331
H 1.290 -0.684 1.432 0.308
H -2.876 0.515 0.583 0.363
H -1.585 1.192 1.574 0.348
H -1.996 -0.535 1.689 0.352
H -0.342 2.019 -0.681 0.311
H -0.089 0.811 -1.943 0.332
H -1.732 1.343 -1.552 0.406
H 2.695 1.341 1.193 0.267
H 2.066 1.595 -0.532 0.285
```

***

Record 7
This record from the Open Molecules 2025 dataset describes 2 unconnected molecules or ions with the total composition C6H10O3 at a distorted geometry. The level of theory is the ωB97M-V functional and the def2-TZVPD basis.

Properties
Frontier orbital gap (hartree): 0.303
Net charge: 0
HOMO level (eV): -9.205
Max |F| (eV Å⁻¹): 9.24
E_LUMO (Eh): -0.035

```
19
Properties=species:S:1:pos:R:3:mulliken_charge:R:1
C 1.640 -0.611 -0.014 0.190
C 0.538 -0.999 0.931 -1.393
C 0.443 -1.040 -0.476 -0.200
C -0.525 0.039 -1.044 -0.056
C -1.935 0.129 -0.549 -0.318
C -0.864 1.270 -0.198 -0.528
H 2.906 1.529 -0.337 0.353
H 2.597 -0.957 -0.191 0.538
H 0.276 -0.402 1.649 0.600
H 0.773 -2.092 1.264 0.201
H 0.165 -2.067 -0.693 0.517
H -0.049 0.248 -2.141 0.299
H -2.842 0.395 -1.013 0.410
H -1.997 -0.495 1.341 0.333
H -0.897 2.138 -0.779 0.488
H 0.624 1.363 1.015 0.423
O 1.626 0.753 -0.269 -0.730
O -2.192 -0.850 0.464 -0.528
O -0.289 1.649 1.040 -0.599
```

***

Record 8
This record from the Open Molecules 2025 dataset describes a single C6H10O4 molecule. The level of theory is the ωB97M-V functional and the def2-TZVPD basis.

Properties
Frontier orbital gap (hartree): 0.408
Net charge: 0
HOMO level (eV): -10.393
Max |F| (eV Å⁻¹): 0.75
E_LUMO (Eh): 0.027
Structure (SMILES): C[C@]1(O)COC(=O)[C@@]1(C)O

```
20
Properties=species:S:1:pos:R:3:mulliken_charge:R:1
C 0.688 -0.075 0.481 1.054
C -0.710 0.428 0.017 1.137
C -0.459 0.481 -1.511 -0.725
C 0.945 -1.560 0.190 -1.788
C -1.900 -0.415 0.435 -1.860
C 1.525 0.786 -0.468 0.487
O 0.907 0.885 -1.650 -0.348
O 0.988 0.202 1.818 -0.599
O -0.945 1.726 0.512 -0.577
O 2.521 1.379 -0.160 -0.596
H 1.797 0.714 1.841 0.383
H -0.155 2.274 0.443 0.391
H -1.084 1.235 -2.003 0.326
H -0.610 -0.488 -1.997 0.339
H 0.801 -1.806 -0.858 0.346
H 0.288 -2.165 0.808 0.413
H 1.975 -1.783 0.464 0.379
H -2.817 0.092 0.140 0.451
H -1.889 -0.510 1.517 0.395
H -1.867 -1.399 -0.019 0.391
```

***

Record 9
This record from the Open Molecules 2025 dataset describes a single C6H10OS molecule at a distorted geometry. The level of theory is the ωB97M-V functional and the def2-TZVPD basis.

Properties
Frontier orbital gap (hartree): 0.347
Net charge: 0
HOMO level (eV): -8.754
Max |F| (eV Å⁻¹): 4.63
E_LUMO (Eh): 0.026
Structure (SMILES): CS/C(C)=C/C(C)=O

```
18
Properties=species:S:1:pos:R:3:mulliken_charge:R:1
O 1.367 -2.594 0.533 -0.502
S -1.797 0.773 1.806 -0.102
C 1.666 -1.559 1.075 0.476
C 0.489 -0.795 1.686 -0.236
C -0.627 -0.365 0.936 0.097
C -0.957 2.159 0.955 -0.762
C 3.106 -1.102 1.149 -1.122
C -0.897 -0.827 -0.441 -1.008
H 0.660 -0.624 2.728 0.441
H 0.002 1.840 0.649 0.262
H -0.852 3.074 1.555 0.334
H -1.562 2.447 0.073 0.247
H 3.309 -0.032 1.160 0.341
H 3.747 -1.464 0.272 0.307
H 3.506 -1.496 2.079 0.299
H 0.016 -0.868 -0.978 0.340
H -1.367 -1.833 -0.342 0.262
H -1.647 -0.185 -0.979 0.328
```

***

Record 10
This record from the Open Molecules 2025 dataset describes a single C6H10OSi molecule at a distorted geometry. The level of theory is the ωB97M-V functional and the def2-TZVPD basis.

Properties
Frontier orbital gap (hartree): 0.330
Net charge: 0
HOMO level (eV): -8.469
Max |F| (eV Å⁻¹): 2.86
E_LUMO (Eh): 0.019
Structure (SMILES): CC1=CC=C[Si@@]1(C)O

```
18
Properties=species:S:1:pos:R:3:mulliken_charge:R:1
C -0.480 -1.677 1.522 -0.328
C -0.569 -0.229 1.711 -0.360
C -0.018 -2.090 0.318 -0.756
C -0.530 0.573 0.653 0.309
C -0.614 2.069 0.712 -1.102
C 1.607 0.046 -1.443 -1.163
O -1.051 -0.499 -2.122 -0.583
Si -0.045 -0.593 -0.797 0.501
H -0.809 -2.351 2.273 0.417
H -0.574 0.171 2.756 0.272
H 0.122 -3.069 0.069 0.543
H -1.669 2.358 0.899 0.317
H -0.206 2.605 -0.237 0.234
H 0.037 2.393 1.528 0.344
H 1.853 0.918 -0.795 0.300
H 2.427 -0.592 -1.704 0.391
H 1.398 0.576 -2.317 0.345
H -0.880 -0.608 -3.026 0.316
```

***

Record 11
This record from the Open Molecules 2025 dataset describes a single C6H10S molecule at a distorted geometry. The level of theory is the ωB97M-V functional and the def2-TZVPD basis.

Properties
Frontier orbital gap (hartree): 0.301
Net charge: 0
HOMO level (eV): -8.386
Max |F| (eV Å⁻¹): 4.54
E_LUMO (Eh): -0.008

```
17
Properties=species:S:1:pos:R:3:mulliken_charge:R:1
C -1.871 0.324 0.300 -0.763
C -1.338 1.518 0.814 -0.384
C -0.343 0.058 -1.565 -0.418
C -0.523 -0.098 -0.219 0.648
C 1.724 0.000 0.824 -0.759
C 0.403 -0.777 0.772 -0.866
S 1.040 -0.393 -2.587 -0.179
H -2.226 -0.514 1.088 0.288
H -2.557 0.215 -0.543 0.453
H -1.609 2.354 0.143 0.162
H -1.073 0.718 -2.044 0.279
H 2.372 -0.634 1.472 0.298
H 1.604 1.031 1.316 0.301
H 2.180 -0.209 -0.155 0.222
H -0.209 -0.818 1.686 0.339
H 0.606 -1.818 0.332 0.285
H 1.819 -0.955 -1.637 0.092
```

***

Record 12
This record from the Open Molecules 2025 dataset describes a single C6H10S molecule at a distorted geometry. The level of theory is the ωB97M-V functional and the def2-TZVPD basis.

Properties
Frontier orbital gap (hartree): 0.323
Net charge: 0
HOMO level (eV): -7.994
Max |F| (eV Å⁻¹): 3.63
E_LUMO (Eh): 0.029
Structure (SMILES): C=C(C)/C=C\SC

```
17
Properties=species:S:1:pos:R:3:mulliken_charge:R:1
C 0.187 1.355 -0.371 -0.244
C 1.561 1.125 -0.326 -0.347
C 1.284 -1.594 -0.001 -0.618
C -0.752 0.447 0.272 0.543
C -0.658 0.034 1.509 -0.850
C -1.901 0.200 -0.652 -1.075
S 2.545 -0.244 0.009 -0.030
H -0.108 2.264 -1.045 0.161
H 2.201 1.984 -0.733 0.234
H 0.813 -1.655 -1.041 0.194
H 1.949 -2.495 0.150 0.316
H 0.478 -1.429 0.721 0.211
H -1.377 -0.622 2.036 0.369
H 0.244 0.509 2.045 0.282
H -1.586 -0.609 -1.399 0.206
H -2.205 1.145 -1.113 0.374
H -2.676 -0.416 -0.059 0.273
```